Entry 1:
A molecular structure, C45H53Br3HgN6O4PS4Te. Source: the Open Molecules 2025 dataset; level of theory: ωB97M-V with the def2-TZVPD basis set.

Last column: Mulliken charge in e.
Element x y z (Å)
Hg: 0.855 0.731 0.221  0.59
Br: 2.830 7.502 2.029  -0.23
C: 2.755 5.603 2.014  0.05
C: 1.607 4.961 2.432  -0.63
C: 1.628 3.569 2.411  -0.72
N: 2.672 2.862 2.009  -0.10
C: 3.754 3.497 1.575  0.56
C: 3.849 4.887 1.563  -0.71
C: 4.850 2.608 1.073  0.14
C: 6.193 2.949 1.199  -0.53
C: 7.121 2.024 0.751  -0.24
Br: 8.973 2.429 0.911  -0.24
C: 6.723 0.818 0.215  -0.34
C: 5.352 0.584 0.132  -0.65
N: 4.442 1.460 0.542  0.11
H: 0.731 5.509 2.753  0.45
H: 0.764 2.987 2.720  0.90
H: 4.727 5.389 1.181  0.45
H: 6.505 3.875 1.660  0.49
H: 7.428 0.072 -0.124  0.57
H: 4.984 -0.361 -0.260  0.50
C: -6.767 -4.099 -2.038  -1.61
C: -5.657 -4.420 -1.023  2.18
C: -4.838 -5.593 -1.564  -2.18
C: -6.311 -4.875 0.291  -1.71
C: -4.792 -3.180 -0.793  -0.29
C: -3.480 -3.073 -1.243  -0.25
C: -2.746 -1.918 -1.037  -0.53
Br: -0.943 -1.921 -1.679  -0.26
C: -3.234 -0.752 -0.366  0.24
O: -2.537 0.292 -0.176  -0.62
C: -4.610 -0.889 0.085  -0.42
C: -5.314 -2.060 -0.139  0.07
C: -5.245 0.279 0.847  2.37
C: -4.471 0.483 2.158  -1.46
C: -6.713 0.030 1.200  -2.41
C: -5.192 1.564 0.004  -1.29
H: -7.382 -4.986 -2.247  0.44
H: -6.327 -3.753 -2.977  0.34
H: -7.420 -3.308 -1.660  0.32
H: -5.472 -6.482 -1.640  0.44
H: -3.999 -5.824 -0.903  0.42
H: -4.440 -5.379 -2.560  0.36
H: -6.884 -5.798 0.137  0.46
H: -6.995 -4.119 0.686  0.32
H: -5.545 -5.063 1.048  0.35
H: -2.996 -3.890 -1.764  0.40
H: -6.340 -2.119 0.210  0.24
H: -4.525 -0.422 2.773  0.31
H: -4.893 1.320 2.735  0.36
H: -3.421 0.690 1.947  0.23
H: -6.832 -0.831 1.865  0.37
H: -7.319 -0.136 0.304  0.40
H: -7.108 0.911 1.719  0.46
H: -4.156 1.836 -0.197  0.00
H: -5.693 2.387 0.532  0.41
H: -5.700 1.410 -0.954  0.29
N: -0.245 0.781 3.318  -0.33
C: 0.263 -0.112 3.847  0.24
N: 0.789 -1.204 4.406  0.02
C: 0.543 -2.498 3.755  -0.85
C: -0.697 -3.166 4.338  -0.43
C: -0.582 -3.265 5.863  -0.65
C: -0.352 -1.880 6.473  -0.52
C: 0.899 -1.249 5.865  -0.84
H: 1.424 -3.122 3.923  0.25
H: 0.451 -2.335 2.684  0.52
H: -0.822 -4.153 3.892  0.34
H: -1.575 -2.568 4.075  0.24
H: 0.267 -3.912 6.118  0.30
H: -1.478 -3.726 6.284  0.33
H: -0.250 -1.937 7.560  0.35
H: -1.208 -1.237 6.248  0.27
H: 1.776 -1.856 6.108  0.31
H: 1.069 -0.241 6.237  0.46
C: 1.520 2.145 -5.321  -0.68
O: 1.097 2.954 -4.231  -0.31
P: 0.978 2.134 -2.770  0.19
O: -0.401 1.352 -2.958  -0.13
C: -1.700 1.945 -2.960  -0.34
O: 0.455 3.442 -1.944  -0.12
C: 1.431 4.213 -1.256  -0.62
H: 1.427 2.736 -6.231  0.23
H: 0.902 1.248 -5.426  0.28
H: 2.563 1.830 -5.211  0.28
H: -2.392 1.169 -3.276  0.28
H: -1.739 2.794 -3.646  0.33
H: -1.961 2.257 -1.951  -0.03
H: 0.904 4.854 -0.551  0.17
H: 2.003 4.832 -1.953  0.32
H: 2.117 3.565 -0.700  0.12
S: 6.321 -5.780 -3.476  -0.44
C: 5.847 -4.577 -2.404  0.25
S: 4.759 -4.854 -1.098  -0.20
C: 4.779 -3.135 -0.605  0.10
N: 5.558 -2.453 -1.405  -0.43
N: 6.153 -3.262 -2.383  0.27
C: 7.003 -2.554 -3.281  0.24
C: 8.141 -3.129 -3.837  -0.43
C: 8.935 -2.386 -4.701  -0.60
C: 8.617 -1.071 -5.009  -0.40
C: 7.495 -0.494 -4.428  -0.69
C: 6.692 -1.226 -3.567  -0.21
S: 3.901 -2.593 0.728  -0.35
H: 8.401 -4.147 -3.591  0.32
H: 9.817 -2.847 -5.129  0.34
H: 9.236 -0.500 -5.691  0.36
H: 7.236 0.535 -4.644  0.37
H: 5.822 -0.781 -3.107  0.56
Te: -1.671 3.430 1.062  0.04
C: -3.080 4.744 0.296  -0.05
C: -3.187 5.191 -0.998  -0.14
C: -4.306 6.039 -1.213  -0.63
C: -5.040 6.227 -0.077  -0.44
S: -4.377 5.370 1.243  -0.15
H: -2.477 4.906 -1.765  0.43
H: -4.559 6.477 -2.169  0.36
H: -5.940 6.812 0.051  0.36

Calculated values
HOMO (spin up / spin down)	-1.9 / -1.9	eV
calculated total energy	-12453.74096	a.u.
frontier orbital gap (spin up / spin down)	5.153 / 4.348	eV
net charge	-2
⟨S²⟩	0.760
multiplicity	2

---

Entry 2:
A molecular structure, C45H56GeN4Si4TeV at a distorted geometry. Source: the Open Molecules 2025 dataset; level of theory: ωB97M-V with the def2-TZVPD basis set.

Last column: Mulliken charge in e.
Element x y z (Å)
V: 0.363 1.435 -0.987  -0.86
C: 5.094 -1.064 -3.030  -0.69
C: 4.795 0.155 -3.628  -0.72
C: 3.933 1.044 -3.015  0.34
C: 3.318 0.747 -1.780  -0.96
C: 3.614 -0.499 -1.206  0.06
C: 4.492 -1.377 -1.820  -0.11
N: 2.435 1.634 -1.176  0.19
C: 2.758 2.981 -1.206  -0.18
C: 4.049 3.516 -1.157  -0.24
C: 4.254 4.891 -1.173  -0.72
C: 3.173 5.761 -1.247  -0.66
C: 1.880 5.260 -1.307  -0.53
C: 1.665 3.884 -1.276  -0.01
N: 0.455 3.249 -1.371  1.18
N: -0.643 3.967 -1.730  -1.15
C: -1.696 3.191 -1.789  0.10
C: -2.928 3.707 -2.297  -0.73
C: -3.984 2.867 -2.477  -0.41
C: -3.855 1.502 -2.110  -0.75
C: -2.676 1.072 -1.568  -1.09
N: -1.580 1.852 -1.415  0.42
H: 5.779 -1.757 -3.504  0.34
H: 5.229 0.410 -4.589  0.33
H: 3.695 1.987 -3.490  0.48
H: 3.144 -0.750 -0.263  0.35
H: 4.710 -2.331 -1.354  0.16
H: 4.895 2.839 -1.110  0.45
H: 5.264 5.287 -1.142  0.35
H: 3.341 6.833 -1.239  0.33
H: 1.022 5.914 -1.378  0.46
H: -2.960 4.754 -2.569  0.49
H: -4.916 3.239 -2.890  0.34
H: -4.676 0.808 -2.229  0.43
H: -2.578 0.048 -1.228  0.55
C: 0.355 1.488 0.898  0.74
Ge: -1.011 2.438 1.846  0.43
C: -0.845 2.436 3.848  0.04
C: -1.684 3.253 4.605  -0.39
C: -1.572 3.321 5.985  -0.70
C: -0.607 2.567 6.644  -0.35
C: 0.235 1.745 5.909  -0.60
C: 0.111 1.683 4.526  -0.44
C: -2.864 1.758 1.666  0.23
C: -3.980 2.478 1.256  0.14
C: -5.237 1.893 1.207  -0.76
C: -5.403 0.564 1.566  -0.47
C: -4.298 -0.178 1.963  -0.56
C: -3.048 0.417 2.013  -0.61
C: -0.799 4.410 1.603  0.51
C: -1.664 5.315 0.996  0.41
C: -1.341 6.662 0.897  -0.82
C: -0.133 7.130 1.391  -0.60
C: 0.761 6.238 1.967  -0.60
C: 0.424 4.898 2.068  -0.49
H: 1.273 1.409 1.482  0.47
H: -2.435 3.849 4.095  0.28
H: -2.231 3.968 6.553  0.37
H: -0.511 2.626 7.722  0.34
H: 0.992 1.157 6.415  0.38
H: 0.772 1.038 3.955  0.33
H: -3.872 3.512 0.955  0.07
H: -6.088 2.474 0.870  0.38
H: -6.384 0.105 1.523  0.35
H: -4.415 -1.222 2.233  0.37
H: -2.183 -0.166 2.317  0.47
H: -2.608 4.979 0.589  0.06
H: -2.030 7.346 0.414  0.37
H: 0.118 8.182 1.313  0.32
H: 1.725 6.587 2.318  0.39
H: 1.126 4.204 2.521  0.29
C: -0.422 -4.393 -4.229  -1.04
Si: 0.882 -4.700 -2.880  0.28
C: 2.528 -4.067 -3.574  -1.00
C: 1.068 -6.600 -2.805  -1.08
Si: 0.266 -3.497 -0.957  0.85
Te: 0.074 -1.190 -1.749  -0.27
Si: -1.853 -4.305 -0.315  0.14
C: -2.061 -6.205 -0.360  -1.04
C: -3.208 -3.647 -1.468  -0.70
C: -2.373 -3.791 1.442  -0.70
Si: 1.685 -4.187 0.792  0.55
C: 1.313 -3.356 2.462  -0.93
C: 1.495 -6.058 1.138  -1.05
C: 3.554 -3.964 0.523  -1.08
H: -0.067 -4.667 -5.225  0.37
H: -0.679 -3.331 -4.238  0.27
H: -1.341 -4.953 -4.029  0.22
H: 2.709 -4.412 -4.595  0.45
H: 3.372 -4.385 -2.955  0.25
H: 2.527 -2.975 -3.581  0.14
H: 1.297 -7.014 -3.789  0.36
H: 0.150 -7.074 -2.447  0.24
H: 1.873 -6.891 -2.124  0.29
H: -1.875 -6.590 -1.366  0.22
H: -3.069 -6.508 -0.066  0.35
H: -1.355 -6.699 0.312  0.28
H: -3.074 -4.031 -2.482  0.25
H: -3.148 -2.557 -1.526  0.00
H: -4.212 -3.916 -1.129  0.36
H: -1.777 -4.306 2.199  0.32
H: -3.426 -4.014 1.635  0.38
H: -2.226 -2.716 1.580  -0.09
H: 0.336 -3.663 2.840  0.25
H: 1.292 -2.267 2.358  0.14
H: 2.062 -3.609 3.216  0.37
H: 0.482 -6.287 1.481  0.21
H: 2.192 -6.399 1.907  0.39
H: 1.674 -6.649 0.235  0.23
H: 3.821 -2.904 0.512  0.23
H: 3.862 -4.392 -0.435  0.25
H: 4.135 -4.449 1.311  0.47

Calculated values
HOMO (spin up / spin down)	-0.6 / -0.8	eV
calculated total energy	-6414.43726	a.u.
frontier orbital gap (spin up / spin down)	4.766 / 4.950	eV
net charge	-2
⟨S²⟩	0.976
multiplicity	2

---

Entry 3:
A molecular structure, C45H57AuGeN3O3PS. Source: the Open Molecules 2025 dataset; level of theory: ωB97M-V with the def2-TZVPD basis set.

Last column: Mulliken charge in e.
Element x y z (Å)
Au: -0.684 -0.069 -0.613  0.84
O: -1.036 1.671 1.342  -0.18
N: -1.828 2.643 1.092  0.37
C: -1.791 3.739 1.889  -0.43
C: -2.593 4.823 1.651  -0.78
C: -3.490 4.811 0.584  -0.57
C: -3.542 3.695 -0.213  -0.87
C: -2.702 2.599 0.027  1.19
S: -2.758 1.259 -1.031  -0.35
H: -1.072 3.670 2.688  0.54
H: -2.508 5.676 2.306  0.49
H: -4.126 5.658 0.386  0.42
H: -4.212 3.633 -1.056  0.54
C: 2.497 -3.077 1.358  -0.91
C: 1.704 -4.230 0.732  -1.49
C: 0.458 -3.686 0.043  -0.33
C: -0.534 -3.142 1.095  0.23
C: 0.225 -2.576 2.309  -1.37
C: 1.563 -1.985 1.891  1.21
P: -1.711 -1.952 0.345  -2.30
C: -3.119 -1.681 1.488  0.61
C: -3.711 -3.015 2.019  -1.08
C: -3.400 -3.209 3.498  -0.67
C: -4.036 -2.101 4.343  -0.81
C: -4.056 -0.760 3.596  -1.09
C: -2.886 -0.673 2.623  0.25
C: -2.441 -2.848 -1.099  0.16
C: -1.532 -2.789 -2.355  -0.52
C: -2.101 -1.867 -3.427  -0.03
C: -3.456 -2.365 -3.929  -1.00
C: -4.294 -2.953 -2.785  -1.04
C: -3.865 -2.376 -1.440  -0.70
H: 3.167 -2.645 0.614  0.20
H: 3.128 -3.457 2.163  0.46
H: 1.414 -4.963 1.488  0.40
H: 2.324 -4.764 0.011  0.51
H: -0.029 -4.455 -0.560  0.57
H: 0.774 -2.891 -0.641  -0.10
H: -1.173 -3.974 1.423  1.16
H: 0.400 -3.394 3.013  0.54
H: -0.371 -1.843 2.848  -0.10
H: 2.021 -1.470 2.737  0.71
H: 1.401 -1.220 1.121  -0.85
H: -3.863 -1.215 0.831  0.75
H: -3.351 -3.871 1.446  0.45
H: -4.795 -3.002 1.878  0.60
H: -2.315 -3.218 3.637  0.04
H: -3.755 -4.187 3.827  0.56
H: -3.482 -1.998 5.278  0.35
H: -5.053 -2.385 4.619  0.37
H: -4.027 0.069 4.304  0.41
H: -4.989 -0.652 3.035  0.41
H: -1.962 -0.871 3.165  0.20
H: -2.775 0.323 2.202  -0.46
H: -2.515 -3.894 -0.773  1.02
H: -1.425 -3.797 -2.762  0.52
H: -0.524 -2.462 -2.098  -0.22
H: -1.397 -1.788 -4.257  0.69
H: -2.193 -0.853 -3.022  -0.42
H: -3.303 -3.124 -4.698  0.37
H: -3.992 -1.546 -4.408  0.38
H: -4.183 -4.040 -2.749  0.33
H: -5.354 -2.762 -2.952  0.46
H: -4.557 -2.685 -0.658  0.47
H: -3.915 -1.282 -1.489  0.14
C: 3.189 -0.612 -3.899  -1.17
N: 2.033 0.235 -3.634  0.45
C: 1.637 1.177 -4.544  -0.31
C: 0.537 1.931 -4.386  -1.48
C: -0.274 1.744 -3.200  0.42
O: -1.326 2.353 -2.988  -0.60
N: 0.198 0.834 -2.308  0.77
C: 1.303 0.065 -2.493  -0.47
O: 1.570 -0.789 -1.628  -0.57
H: 4.097 -0.015 -3.887  0.40
H: 3.066 -1.102 -4.864  0.37
H: 3.245 -1.355 -3.109  0.27
H: 2.269 1.256 -5.418  0.55
H: 0.238 2.652 -5.126  0.55
C: 2.148 2.062 3.014  -1.37
Ge: 1.819 1.994 1.075  1.22
C: 1.146 3.764 0.544  -0.37
C: 1.433 4.877 1.334  -0.42
C: 0.981 6.143 0.989  -0.82
C: 0.233 6.323 -0.164  -0.79
C: -0.057 5.230 -0.967  -0.79
C: 0.394 3.972 -0.609  0.92
C: 3.441 1.704 0.010  0.06
C: 3.585 2.477 -1.119  0.04
C: 4.735 2.395 -1.933  -1.17
C: 5.721 1.503 -1.634  -1.10
C: 5.606 0.658 -0.502  1.41
C: 6.626 -0.270 -0.181  -0.91
C: 6.533 -1.056 0.930  -0.76
C: 5.410 -0.945 1.774  -0.77
C: 4.412 -0.060 1.480  -0.69
C: 4.469 0.764 0.332  0.98
H: 3.160 2.427 3.188  0.46
H: 2.046 1.092 3.494  0.36
H: 1.439 2.743 3.477  0.56
H: 2.031 4.769 2.231  0.41
H: 1.228 6.991 1.612  0.43
H: -0.114 7.310 -0.439  0.42
H: -0.633 5.353 -1.872  0.53
H: 0.148 3.135 -1.245  0.25
H: 2.829 3.210 -1.375  0.31
H: 4.835 3.059 -2.783  0.46
H: 6.609 1.431 -2.248  0.41
H: 7.490 -0.333 -0.827  0.42
H: 7.319 -1.758 1.170  0.42
H: 5.343 -1.560 2.660  0.46
H: 3.558 0.013 2.137  -0.02

Calculated values
HOMO (spin up / spin down)	-8.9 / -10.1	eV
calculated total energy	-5090.83604	a.u.
frontier orbital gap (spin up / spin down)	6.547 / 4.861	eV
net charge	+1
⟨S²⟩	3.797
multiplicity	4

---

Entry 4:
A molecular structure, C45H58B2IKN7O5P at a distorted geometry. Source: the Open Molecules 2025 dataset; level of theory: ωB97M-V with the def2-TZVPD basis set.

Last column: Mulliken charge in e.
Element x y z (Å)
K: -0.453 1.367 0.223  0.73
C: -5.389 -1.485 -1.558  -1.33
C: -5.352 -0.287 -0.602  0.80
C: -4.719 0.919 -1.285  -1.19
C: -4.641 -0.662 0.670  -0.14
C: -5.099 -1.484 1.721  -1.70
C: -4.029 -1.549 2.591  -0.09
N: -3.019 -0.833 2.067  1.06
N: -3.396 -0.272 0.899  -0.23
B: -1.620 -0.413 2.580  0.79
N: -0.989 -1.502 3.481  1.57
C: -1.386 -1.937 4.691  -0.27
C: -0.406 -2.757 5.207  -1.73
C: 0.594 -2.750 4.216  0.33
N: 0.230 -2.003 3.183  -0.34
C: 1.950 -3.398 4.274  0.35
C: 3.053 -2.340 4.323  -1.39
C: 2.184 -4.356 3.109  -1.28
N: -1.689 0.949 3.326  0.52
C: -2.214 1.256 4.526  -0.11
C: -2.004 2.594 4.768  -1.89
C: -1.323 3.049 3.621  -0.60
N: -1.152 2.058 2.762  0.72
C: -0.823 4.438 3.325  1.11
C: -1.994 5.418 3.236  -1.57
C: 0.027 4.490 2.061  -1.32
H: -5.978 -1.253 -2.450  0.49
H: -4.375 -1.730 -1.883  0.00
H: -5.816 -2.371 -1.082  0.38
H: -6.386 -0.039 -0.332  0.41
H: -3.673 0.737 -1.533  -0.21
H: -5.256 1.153 -2.208  0.45
H: -4.725 1.804 -0.649  0.34
H: -6.061 -1.959 1.824  0.40
H: -3.913 -2.080 3.522  0.41
H: -0.948 -0.283 1.610  -1.02
H: -2.329 -1.633 5.116  0.41
H: -0.395 -3.262 6.159  0.42
H: 1.980 -3.974 5.206  0.27
H: 3.011 -1.703 3.438  0.16
H: 2.941 -1.691 5.194  0.40
H: 4.040 -2.809 4.365  0.41
H: 2.258 -3.794 2.177  0.06
H: 3.116 -4.911 3.244  0.49
H: 1.364 -5.069 3.004  0.37
H: -2.697 0.507 5.133  0.35
H: -2.279 3.156 5.645  0.46
H: -0.191 4.737 4.169  0.37
H: -2.655 5.142 2.411  0.28
H: -2.586 5.420 4.155  0.40
H: -1.636 6.435 3.059  0.42
H: -0.594 4.325 1.175  0.15
H: 0.488 5.476 1.964  0.46
H: 0.821 3.743 2.077  0.10
O: -2.408 3.431 -1.801  -0.81
C: -1.548 2.676 -2.270  0.13
O: -1.343 1.460 -1.988  -0.27
C: -0.563 3.257 -3.289  -0.07
C: -0.988 4.328 -4.073  -0.41
C: -0.182 4.847 -5.070  -0.61
C: 1.077 4.299 -5.289  -0.82
C: 1.517 3.254 -4.495  -0.23
C: 0.719 2.731 -3.477  0.28
P: 1.344 1.332 -2.424  1.47
C: 1.351 0.079 -3.763  -0.47
C: 0.047 -0.639 -3.959  0.93
C: -0.030 -1.388 -5.254  -1.06
C: 1.084 -1.694 -5.966  -0.49
C: 2.348 -1.193 -5.574  -1.12
C: 2.433 -0.264 -4.515  -0.01
C: 3.138 1.692 -2.241  0.35
C: 3.684 2.971 -2.179  -0.57
C: 5.000 3.167 -1.776  -0.71
C: 5.797 2.087 -1.432  -0.47
C: 5.260 0.804 -1.477  -0.84
C: 3.943 0.614 -1.860  -0.58
H: -1.973 4.728 -3.868  0.52
H: -0.533 5.672 -5.680  0.36
H: 1.714 4.686 -6.076  0.40
H: 2.500 2.832 -4.671  0.49
H: -0.814 0.024 -3.818  -0.23
H: -1.003 -1.740 -5.575  0.44
H: 1.000 -2.294 -6.865  0.40
H: 3.236 -1.448 -6.139  0.40
H: 3.391 0.211 -4.326  0.38
H: 3.075 3.832 -2.421  0.45
H: 5.393 4.174 -1.715  0.38
H: 6.818 2.242 -1.107  0.35
H: 5.859 -0.050 -1.185  0.37
H: 3.524 -0.387 -1.848  0.38
N: 4.001 0.966 2.056  -0.33
C: 2.693 1.362 2.311  0.66
O: 1.924 1.606 1.376  -0.12
C: 2.322 1.467 3.694  -1.72
I: 3.982 3.921 4.564  -0.73
H: 4.277 1.184 1.108  0.13
H: 4.652 1.296 2.757  0.25
H: 2.876 0.919 4.438  0.39
H: 1.331 1.822 3.927  0.30
C: -1.474 -2.681 -0.226  -1.77
C: -1.028 -3.357 -1.506  2.82
C: -1.842 -4.614 -1.751  -2.41
O: -1.288 -2.430 -2.599  -0.73
B: -0.109 -1.789 -2.868  1.16
O: 0.965 -2.319 -2.202  -0.42
C: 0.517 -3.554 -1.590  1.92
C: 0.931 -4.668 -2.540  -2.27
C: 1.201 -3.702 -0.247  -2.37
H: -2.523 -2.402 -0.311  0.12
H: -0.910 -1.769 -0.035  -0.03
H: -1.348 -3.327 0.645  0.38
H: -2.903 -4.376 -1.660  0.38
H: -1.603 -5.372 -1.001  0.37
H: -1.662 -5.029 -2.741  0.46
H: 0.441 -4.561 -3.509  0.32
H: 0.690 -5.652 -2.131  0.36
H: 2.009 -4.610 -2.696  0.46
H: 1.028 -2.839 0.396  0.30
H: 2.276 -3.814 -0.396  0.55
H: 0.835 -4.588 0.278  0.36

Calculated values
HOMO (spin up / spin down)	-2.0 / -2.5	eV
calculated total energy	-3798.08269	a.u.
frontier orbital gap (spin up / spin down)	5.712 / 6.351	eV
net charge	-2